i) 16 unconnected molecules or ions with the total composition H32O16, computed with ωB97M-V/def2-TZVPD.

Its spin multiplicity is 1. Its gap between HOMO and LUMO is 0.3018 Eh. As for the HOMO energy: -0.3428 hartree.

Last columns: bonded neighbours and bond lengths (Å).
Atoms and positions in Å:
1 O 11.9610 -0.5790 -9.1130  H2 1.021, H3 0.982
2 H 11.6130 -0.5410 -10.0720  O1 1.021
3 H 12.0340 -1.5580 -9.0890  O1 0.982
4 O 15.3230 -0.7170 -13.5220  H5 1.023, H6 0.969
5 H 14.8870 -1.1150 -12.6860  O4 1.023
6 H 14.8220 -1.1370 -14.2370  O4 0.969
7 O 13.8710 -1.7670 -11.2020  H8 0.972, H9 0.937
8 H 13.0970 -2.3420 -11.3250  O7 0.972
9 H 14.3420 -2.2470 -10.5500  O7 0.937
10 O 12.5560 0.8340 -13.1020  H11 0.984, H12 0.986
11 H 13.3420 1.4190 -13.0140  O10 0.984
12 H 12.7650 0.0350 -13.6410  O10 0.986
13 O 14.4540 0.7100 -10.0830  H14 0.967, H15 0.967
14 H 15.0480 0.7460 -10.8450  O13 0.967
15 H 13.8660 -0.0330 -10.2780  O13 0.967
16 O 15.3050 -2.9180 -9.0180  H17 0.968, H18 0.966
17 H 15.0710 -2.0950 -8.5660  O16 0.968
18 H 14.8240 -3.6290 -8.5760  O16 0.966
19 O 14.2940 3.2560 -8.2600  H20 0.966, H21 0.905
20 H 13.4920 2.7210 -8.3280  O19 0.966
21 H 14.9630 2.7240 -7.9640  O19 0.905
22 O 15.2720 4.4520 -10.9790  H23 0.939, H24 0.960
23 H 15.0580 3.6070 -11.3270  O22 0.939
24 H 14.7610 5.0680 -11.5100  O22 0.960
25 O 15.9530 1.5300 -7.1450  H26 0.937, H27 0.977
26 H 15.4740 0.7650 -7.3970  O25 0.937
27 H 15.8590 1.4230 -6.1780  O25 0.977
28 O 17.4690 -0.6700 -8.4020  H29 0.934, H30 0.941
29 H 16.9280 -0.1610 -8.9690  O28 0.934
30 H 17.6860 -1.4170 -8.9310  O28 0.941
31 O 14.2500 -0.8480 -7.6690  H32 0.965, H33 0.947
32 H 13.8560 -0.3840 -8.4180  O31 0.965
33 H 13.5670 -1.4370 -7.3810  O31 0.947
34 O 17.7240 2.8310 -11.5230  H35 0.953, H36 0.980
35 H 17.9540 2.6210 -10.6220  O34 0.953
36 H 16.8380 2.4920 -11.7690  O34 0.980
37 O 15.3460 1.9150 -12.5650  H38 0.969, H39 0.984
38 H 15.4190 1.0250 -12.9410  O37 0.969
39 H 14.7410 2.4430 -13.1330  O37 0.984
40 O 17.3240 -0.2240 -11.0320  H41 0.966, H42 0.950
41 H 17.7020 -0.0930 -11.9110  O40 0.966
42 H 17.0600 -1.1190 -11.2120  O40 0.950
43 O 11.8750 1.8090 -7.8820  H44 0.911, H45 0.932
44 H 11.2320 1.5330 -7.2980  O43 0.911
45 H 11.9270 1.0700 -8.4480  O43 0.932
46 O 12.9060 2.9250 -10.9390  H47 0.945, H48 0.968
47 H 13.4210 2.2940 -10.4600  O46 0.945
48 H 12.8650 3.6950 -10.3530  O46 0.968

ii) 16 unconnected molecules or ions with the total composition H32O16, computed with ωB97M-V/def2-TZVPD.

Its spin multiplicity is 1. Its gap between HOMO and LUMO is 0.4412 Eh. As for the HOMO energy: -0.4260 hartree.

Last columns: bonded neighbours and bond lengths (Å).
Atoms and positions in Å:
1 O 0.1051 2.2432 -0.9405  H2 0.976, H3 0.988
2 H -0.4512 3.0199 -1.1386  O1 0.976
3 H -0.3471 1.5014 -1.4103  O1 0.988
4 O 1.3252 -0.1783 1.9793  H5 0.990, H6 0.976
5 H 0.7457 -0.9273 1.6919  O4 0.990
6 H 2.0924 -0.6363 2.3717  O4 0.976
7 O 4.5051 -1.2757 -0.1965  H8 0.973, H9 0.979
8 H 3.9720 -0.4997 -0.4422  O7 0.973
9 H 4.3288 -1.3966 0.7591  O7 0.979
10 O 2.2524 0.5117 -0.4882  H11 0.989, H12 0.977
11 H 1.9723 0.3727 0.4497  O10 0.989
12 H 1.7778 1.3279 -0.7383  O10 0.977
13 O -0.1254 -2.2162 0.8435  H14 0.987, H15 0.976
14 H 0.1791 -2.0598 -0.0817  O13 0.987
15 H -1.0543 -1.9186 0.8550  O13 0.976
16 O -3.4534 1.9220 -2.4038  H17 0.976, H18 0.979
17 H -2.7564 1.2482 -2.5176  O16 0.976
18 H -3.9403 1.6653 -1.5943  O16 0.979
19 O -4.4837 1.1676 0.1316  H20 0.962, H21 0.999
20 H -5.4221 1.1795 0.3449  O19 0.962
21 H -4.0943 1.9701 0.5823  O19 0.999
22 O 3.0537 -3.2796 -1.2040  H23 1.003, H24 0.963
23 H 3.6493 -2.5270 -0.9108  O22 1.003
24 H 3.5684 -3.7945 -1.8337  O22 0.963
25 O 3.5190 -1.8231 2.3932  H26 0.961, H27 1.007
26 H 4.0748 -2.0554 3.1412  O25 0.961
27 H 3.0554 -2.6657 2.0940  O25 1.007
28 O -3.1691 3.1849 1.2403  H29 0.973, H30 0.979
29 H -2.4031 2.7639 1.6669  O28 0.973
30 H -2.7886 3.6270 0.4544  O28 0.979
31 O 0.8653 -1.5503 -1.6297  H32 0.972, H33 0.987
32 H 1.5155 -2.2604 -1.7629  O31 0.972
33 H 1.3815 -0.7693 -1.3161  O31 0.987
34 O -2.2943 -0.5092 0.5471  H35 0.987, H36 0.974
35 H -1.7679 0.1892 1.0042  O34 0.987
36 H -3.2086 -0.1762 0.4959  O34 0.974
37 O -2.0898 3.9248 -1.2759  H38 0.960, H39 0.999
38 H -2.2390 4.7878 -1.6697  O37 0.960
39 H -2.6108 3.2516 -1.7985  O37 0.999
40 O 2.1847 -3.8712 1.3988  H41 0.973, H42 0.979
41 H 1.2703 -3.5433 1.3482  O40 0.973
42 H 2.5187 -3.8461 0.4791  O40 0.979
43 O -1.3421 0.1068 -1.9664  H44 0.987, H45 0.974
44 H -1.7419 -0.1750 -1.1093  O43 0.987
45 H -0.7038 -0.5873 -2.2094  O43 0.974
46 O -0.8279 1.5585 1.5864  H47 0.975, H48 0.984
47 H -0.0878 1.1502 2.0716  O46 0.975
48 H -0.5093 1.8682 0.7081  O46 0.984

The structure with the least stability is i).

i) 16 unconnected molecules or ions with the total composition H32O16, computed with ωB97M-V/def2-TZVPD.

Its spin multiplicity is 1. Its gap between HOMO and LUMO is 0.3700 Eh. As for the HOMO energy: -0.3679 hartree.

Last columns: bonded neighbours and bond lengths (Å).
Atoms and positions in Å:
1 O -3.5273 -0.1960 -0.8588  H2 0.988, H3 0.957
2 H -2.7053 0.2860 -1.1208  O1 0.988
3 H -4.2083 -0.0860 -1.5218  O1 0.957
4 O 1.9337 -1.8110 2.0272  H5 0.945, H6 0.992
5 H 2.7917 -2.1890 2.1492  O4 0.945
6 H 1.8977 -0.8200 2.0602  O4 0.992
7 O 0.1057 -0.4250 -0.1718  H8 0.990, H9 0.943
8 H -0.3463 0.1380 0.5062  O7 0.990
9 H -0.4593 -0.6470 -0.8938  O7 0.943
10 O -1.1713 -1.1980 -2.4988  H11 0.993, H12 0.954
11 H -1.3653 -0.5980 -3.2658  O10 0.993
12 H -0.5163 -1.7640 -2.9008  O10 0.954
13 O 1.1207 1.6150 -2.0218  H14 0.936, H15 0.987
14 H 0.2587 1.3320 -1.7898  O13 0.936
15 H 1.5437 0.7860 -2.3518  O13 0.987
16 O 1.2937 2.4120 0.8332  H17 0.966, H18 0.976
17 H 1.2487 1.7120 0.1692  O16 0.966
18 H 2.2117 2.6870 1.0162  O16 0.976
19 O -1.0813 0.2990 2.1612  H20 0.932, H21 0.935
20 H -1.9683 0.4610 1.9242  O19 0.932
21 H -1.1943 -0.3880 2.7852  O19 0.935
22 O -1.3333 2.9180 0.7102  H23 0.924, H24 0.946
23 H -0.4363 3.1150 0.8132  O22 0.924
24 H -1.8083 3.5590 1.2192  O22 0.946
25 O -0.8993 2.5080 3.5962  H26 0.975, H27 1.028
26 H -1.3673 3.2290 3.1362  O25 0.975
27 H -1.0303 1.7410 2.9242  O25 1.028
28 O 2.3297 -2.4530 -0.9328  H29 0.937, H30 0.945
29 H 1.9677 -2.6620 -0.0938  O28 0.937
30 H 2.2747 -3.3100 -1.3268  O28 0.945
31 O 1.6057 0.6930 2.8582  H32 0.927, H33 0.993
32 H 1.4387 1.4180 2.3052  O31 0.927
33 H 1.2417 0.8740 3.7642  O31 0.993
34 O -0.9493 -2.5370 1.1532  H35 0.965, H36 0.966
35 H -0.4033 -1.8640 0.7282  O34 0.965
36 H -0.4313 -2.9170 1.8752  O34 0.966
37 O -1.6483 1.6720 -1.5268  H38 0.977, H39 0.962
38 H -1.7613 2.4740 -2.0738  O37 0.977
39 H -1.6083 2.0320 -0.6358  O37 0.962
40 O 3.0827 0.2230 -0.0078  H41 0.935, H42 0.950
41 H 2.5777 -0.5590 0.0792  O40 0.935
42 H 3.6437 0.2050 0.7592  O40 0.950
43 O -3.2433 -2.7710 -2.4288  H44 0.939, H45 1.012
44 H -2.4873 -2.2380 -2.2688  O43 0.939
45 H -2.8463 -3.6570 -2.1428  O43 1.012
46 O 1.7877 -0.8040 -3.0108  H47 0.941, H48 0.995
47 H 2.0677 -1.0940 -2.1608  O46 0.941
48 H 2.3727 -1.4010 -3.5508  O46 0.995

ii) 16 unconnected molecules or ions with the total composition H32O16, computed with ωB97M-V/def2-TZVPD.

Its spin multiplicity is 1. Its gap between HOMO and LUMO is 0.3592 Eh. As for the HOMO energy: -0.3614 hartree.

Last columns: bonded neighbours and bond lengths (Å).
Atoms and positions in Å:
1 O -0.1647 1.3587 4.4780  H2 0.994, H3 0.940
2 H 0.1623 0.8855 5.2883  O1 0.994
3 H 0.3059 2.1682 4.5641  O1 0.940
4 O 0.2587 0.6692 -3.6132  H5 1.019, H6 1.033
5 H -0.2004 0.7066 -4.5222  O4 1.019
6 H 0.3842 1.6944 -3.5790  O4 1.033
7 O -1.1438 -3.6438 4.4701  H8 1.037, H9 0.958
8 H -0.2421 -3.1630 4.6474  O7 1.037
9 H -1.6853 -2.8767 4.6579  O7 0.958
10 O -2.7200 -0.3535 1.6751  H11 1.044, H12 0.894
11 H -2.5445 0.0550 0.7309  O10 1.044
12 H -3.0103 -1.1986 1.6764  O10 0.894
13 O 3.8608 1.7138 -3.2296  H14 0.992, H15 0.952
14 H 4.7870 1.7741 -3.5802  O13 0.992
15 H 3.5180 2.5413 -3.5518  O13 0.952
16 O -3.5782 0.6111 -1.1156  H17 0.949, H18 1.021
17 H -3.5796 0.5127 -2.0591  O16 0.949
18 H -2.9388 -0.0380 -0.6554  O16 1.021
19 O 3.5225 -2.3743 -2.7192  H20 1.017, H21 0.942
20 H 3.6254 -1.4421 -2.3261  O19 1.017
21 H 4.0616 -2.8953 -2.1495  O19 0.942
22 O 1.0863 -1.5269 -1.3109  H23 0.941, H24 0.934
23 H 1.0852 -0.6705 -1.7004  O22 0.941
24 H 1.6945 -2.0232 -1.8167  O22 0.934
25 O -0.4906 -0.4274 1.8287  H26 0.955, H27 0.951
26 H 0.4118 -0.1508 1.9757  O25 0.955
27 H -0.3440 -1.0551 1.1299  O25 0.951
28 O -1.8516 4.4838 2.0925  H29 0.922, H30 0.959
29 H -1.1856 4.7601 1.5174  O28 0.922
30 H -1.9754 3.5524 1.8998  O28 0.959
31 O -0.9846 -1.9681 -5.0374  H32 1.080, H33 0.906
32 H -0.3268 -2.7371 -4.6590  O31 1.080
33 H -0.4185 -1.3975 -5.4565  O31 0.906
34 O -1.3021 1.7170 1.3616  H35 0.924, H36 0.963
35 H -0.7075 1.0908 1.6917  O34 0.924
36 H -1.9546 1.5765 2.0560  O34 0.963
37 O 1.8766 0.9174 2.4533  H38 0.944, H39 1.054
38 H 1.5169 1.0500 3.3158  O37 0.944
39 H 2.5703 0.1243 2.4273  O37 1.054
40 O -1.3199 -3.3433 1.7934  H41 0.844, H42 1.068
41 H -0.9335 -3.5560 2.5124  O40 0.844
42 H -1.4557 -4.3284 1.4027  O40 1.068
43 O 3.9931 -0.1954 -1.3668  H44 0.913, H45 0.991
44 H 4.8555 0.1056 -1.3677  O43 0.913
45 H 3.3428 0.4834 -1.6816  O43 0.991
46 O -1.6592 2.2624 -1.6999  H47 0.872, H48 1.028
47 H -1.9598 2.9390 -2.1598  O46 0.872
48 H -1.9262 2.3064 -0.7080  O46 1.028

The structure with the least stability is ii).

i) C3H6N2OS in the gas phase, computed with ωB97M-V/def2-TZVPD.

As for the SMILES: [H]/N=C(/NC=S)OC. Its spin multiplicity is 1. Its gap between HOMO and LUMO is 0.3291 Eh. As for the HOMO energy: -0.3210 hartree.

Last columns: bonded neighbours and bond lengths (Å).
Atoms and positions in Å:
1 C -2.6948 -1.1011 0.0354  H4 1.114, H5 1.046, H6 1.096, O12 1.409
2 C -1.0379 0.5726 -0.0433  N10 1.253, N11 1.386, O12 1.342
3 C 1.2579 -0.3358 -0.1243  H9 1.074, N11 1.378, S13 1.642
4 H -3.1050 -0.6901 0.9856  C1 1.114
5 H -2.7198 -2.1463 0.0102  C1 1.046
6 H -3.2887 -0.6579 -0.7725  C1 1.096
7 H -2.7523 1.3255 0.2059  N10 0.980
8 H 0.7259 1.6200 -0.1619  N11 1.006
9 H 0.8892 -1.3318 -0.2840  C3 1.074
10 N -1.8124 1.5533 0.0455  C2 1.253, H7 0.980
11 N 0.3423 0.6935 -0.0858  C2 1.386, C3 1.378, H8 1.006
12 O -1.3353 -0.7353 -0.0108  C1 1.409, C2 1.342
13 S 2.8796 -0.1737 0.0737  C3 1.642

ii) C3H6N2OS in the gas phase, computed with ωB97M-V/def2-TZVPD.

As for the SMILES: NN1C[C@H](O)C1=S. Its spin multiplicity is 1. Its gap between HOMO and LUMO is 0.3354 Eh. As for the HOMO energy: -0.3104 hartree.

Last columns: bonded neighbours and bond lengths (Å).
Atoms and positions in Å:
1 C -0.6816 0.3148 -1.5858  C2 1.596, H6 1.104, H7 1.105, N11 1.458
2 C -1.2259 0.5926 -0.1115  C1 1.596, C3 1.570, H8 1.149, O12 1.333
3 C 0.0502 -0.2043 0.3371  C2 1.570, N11 1.325, S13 1.663
4 H 2.2512 -0.4111 -1.2612  N10 1.025
5 H 1.6942 -1.8377 -0.9572  N10 1.024
6 H -1.2472 -0.3788 -2.2330  C1 1.104
7 H -0.3954 1.2764 -2.0496  C1 1.105
8 H -2.1800 0.0157 0.1680  C2 1.149
9 H -1.5235 2.1528 1.1019  O12 0.985
10 N 1.4727 -1.0204 -1.5337  H4 1.025, H5 1.024, N11 1.377
11 N 0.4151 -0.3825 -0.9245  C1 1.458, C3 1.325, N10 1.377
12 O -1.3585 1.8898 0.1667  C2 1.333, H9 0.985
13 S 0.6374 -0.6459 1.8292  C3 1.663

The structure with the least stability is ii).